Entry 1:
The following is a DFT calculation (the ωB97M-V functional and the def2-TZVPD basis) of a 12-piece molecular cluster, C36H72Br10O12 overall at a distorted geometry.

Geometry as ORCA input:
```
! wB97M-V def2-TZVPD RIJCOSX def2/J DEFGRID3
* xyz 0 1
C 0.836 -6.181 -2.651
C 2.276 -6.578 -2.564
O 2.693 -7.405 -3.598
C 3.577 -8.372 -3.453
C 4.031 -9.123 -4.691
O 4.001 -8.823 -2.361
H 0.718 -5.702 -3.623
H 0.472 -5.451 -1.928
H 0.045 -6.924 -2.748
H 2.845 -5.650 -2.631
H 2.483 -7.029 -1.594
H 3.700 -10.161 -4.736
H 5.114 -9.058 -4.801
H 3.571 -8.681 -5.575
C -2.341 7.158 1.150
C -3.869 7.255 1.237
O -4.527 6.270 0.570
C -5.043 5.153 1.178
C -5.511 4.133 0.235
O -5.088 4.928 2.367
H -1.906 8.000 1.688
H -2.113 7.352 0.102
H -1.960 6.209 1.529
H -4.045 7.343 2.309
H -4.302 8.146 0.782
H -5.873 4.643 -0.658
H -6.294 3.506 0.661
H -4.729 3.427 -0.042
C 6.147 -1.622 -3.833
C 6.585 -2.843 -2.963
O 6.733 -4.045 -3.659
C 7.817 -4.198 -4.485
C 7.655 -5.513 -5.148
O 8.750 -3.455 -4.771
H 6.992 -1.330 -4.457
H 5.845 -0.803 -3.180
H 5.404 -1.740 -4.621
H 7.488 -2.627 -2.391
H 5.825 -3.038 -2.206
H 7.314 -6.280 -4.453
H 8.623 -5.925 -5.433
H 6.965 -5.444 -5.989
C -7.052 -2.904 2.649
C -5.895 -2.781 1.723
O -6.245 -1.986 0.609
C -5.508 -2.091 -0.580
C -5.958 -1.165 -1.641
O -4.553 -2.781 -0.791
H -7.918 -3.313 2.128
H -7.303 -1.883 2.937
H -6.777 -3.602 3.440
H -5.068 -2.241 2.184
H -5.675 -3.766 1.312
H -6.441 -1.725 -2.442
H -5.067 -0.632 -1.972
H -6.635 -0.524 -1.076
C -0.903 -9.037 2.111
C -1.527 -8.288 3.242
O -0.763 -7.094 3.552
C -1.252 -6.085 4.264
C -0.208 -5.089 4.504
O -2.424 -5.792 4.435
H -1.596 -9.716 1.615
H -0.024 -9.556 2.493
H -0.499 -8.425 1.305
H -2.501 -7.956 2.883
H -1.718 -8.974 4.067
H -0.492 -4.167 3.997
H 0.702 -5.281 3.936
H -0.025 -4.903 5.562
C 3.248 5.890 4.966
C 2.803 5.848 3.503
C 3.443 6.825 2.560
O 2.087 4.918 3.071
H 2.440 5.913 5.697
H 3.976 6.655 5.234
H 3.814 4.959 5.013
H 3.492 7.821 3.001
H 2.941 6.899 1.595
H 4.476 6.542 2.361
C 2.183 0.311 5.325
C 2.403 0.352 6.823
C 1.395 -0.144 7.757
O 3.469 0.747 7.218
H 1.910 -0.710 5.058
H 3.122 0.468 4.795
H 1.409 0.985 4.958
H 1.838 -0.725 8.565
H 0.689 -0.740 7.179
H 0.792 0.699 8.093
Br 7.129 3.791 -2.207
C 5.329 4.605 -2.068
C 4.827 5.033 -3.443
Br 3.244 6.168 -3.320
H 5.372 5.470 -1.405
H 4.759 3.840 -1.541
H 4.509 4.080 -3.866
H 5.489 5.409 -4.224
Br -0.671 5.313 -8.162
C 0.618 4.015 -7.456
C 0.002 3.260 -6.258
Br 1.120 1.613 -5.940
H 1.534 4.573 -7.261
H 0.891 3.305 -8.238
H -0.998 2.958 -6.568
H -0.021 3.921 -5.392
Br -2.913 1.081 4.713
C -4.180 0.427 6.111
C -5.525 1.237 6.224
Br -6.868 0.343 7.463
H -3.647 0.369 7.060
H -4.367 -0.577 5.731
H -5.938 1.263 5.216
H -5.318 2.255 6.553
Br -4.729 5.092 -4.761
C -3.764 6.761 -4.277
C -4.815 7.900 -4.428
Br -4.053 9.502 -3.484
H -2.923 6.915 -4.953
H -3.465 6.792 -3.229
H -5.699 7.612 -3.859
H -5.099 8.204 -5.435
Br 0.877 -1.155 0.268
C 0.823 0.681 -0.493
C -0.614 0.842 -0.852
Br -0.939 2.753 -1.248
H 1.553 0.780 -1.295
H 1.089 1.327 0.344
H -1.245 0.589 0.000
H -0.880 0.370 -1.798
*
```

Properties
**SMILES**: CCOC(C)=O.CCOC(C)=O.CCOC(C)=O.CCOC(C)=O.CCOC(C)=O.CC(C)=O.CC(C)=O.BrCCBr.BrCCBr.BrCCBr.BrCCBr.BrCCBr
**E**: -28057.8363 hartree

=====

Entry 2:
The following is a DFT calculation (the ωB97M-V functional and the def2-TZVPD basis) of a 12-piece molecular cluster, C36H72O12 overall at a distorted geometry.

Geometry as ORCA input:
```
! wB97M-V def2-TZVPD RIJCOSX def2/J DEFGRID3
* xyz 0 1
C -3.837 -3.018 0.734
C -2.666 -2.190 1.250
C -2.960 -0.753 1.699
O -1.606 -2.732 1.457
H -4.428 -3.575 1.461
H -3.477 -3.780 0.042
H -4.589 -2.388 0.259
H -3.324 -0.113 0.895
H -2.015 -0.342 2.053
H -3.667 -0.633 2.519
C 0.798 -1.694 4.889
C 1.638 -1.802 6.152
C 0.898 -2.276 7.424
O 2.832 -1.550 6.163
H 0.623 -2.683 4.466
H 1.297 -1.030 4.183
H -0.109 -1.143 5.139
H 0.651 -3.330 7.295
H -0.048 -1.747 7.543
H 1.474 -2.200 8.347
C -3.039 -0.955 -2.206
C -3.351 -2.098 -3.202
C -3.716 -1.704 -4.603
O -3.392 -3.272 -2.860
H -2.119 -1.187 -1.670
H -3.883 -0.914 -1.518
H -2.900 0.031 -2.651
H -3.938 -2.640 -5.116
H -2.805 -1.244 -4.985
H -4.642 -1.135 -4.677
C 0.593 -0.511 -0.437
C -0.075 0.516 0.459
C 0.422 0.658 1.852
O -0.988 1.235 0.108
H -0.067 -1.375 -0.360
H 1.625 -0.773 -0.203
H 0.561 -0.053 -1.426
H 0.410 -0.333 2.306
H -0.312 1.158 2.484
H 1.408 1.122 1.898
C 2.268 -3.150 1.602
C 2.894 -4.060 2.661
C 2.154 -5.303 3.035
O 4.007 -3.864 3.104
H 3.016 -2.852 0.867
H 1.830 -2.244 2.021
H 1.432 -3.614 1.081
H 1.188 -5.036 3.461
H 2.757 -5.830 3.775
H 2.067 -5.912 2.135
C -3.174 2.861 -1.163
C -3.185 4.334 -1.577
C -4.087 4.667 -2.741
O -2.510 5.164 -0.994
H -4.200 2.557 -0.958
H -2.640 2.806 -0.214
H -2.822 2.208 -1.961
H -3.616 4.096 -3.541
H -3.989 5.710 -3.042
H -5.140 4.424 -2.595
C 2.355 6.006 1.217
C 1.632 4.646 1.278
C 0.249 4.536 0.726
O 2.214 3.689 1.713
H 2.145 6.556 2.134
H 2.076 6.677 0.404
H 3.427 5.812 1.172
H -0.264 3.628 1.043
H 0.343 4.484 -0.358
H -0.334 5.364 1.129
C 3.948 -1.953 -4.598
C 4.501 -2.005 -3.187
C 3.735 -1.323 -2.078
O 5.643 -2.459 -2.895
H 3.033 -2.538 -4.692
H 4.641 -2.370 -5.329
H 3.636 -0.983 -4.984
H 4.339 -0.843 -1.308
H 3.036 -2.032 -1.635
H 3.011 -0.581 -2.416
C -0.785 -4.554 -4.694
C 0.039 -3.348 -4.396
C 0.729 -3.354 -3.041
O 0.149 -2.405 -5.192
H -0.345 -5.415 -4.191
H -0.785 -4.720 -5.771
H -1.841 -4.354 -4.511
H 1.387 -2.487 -2.977
H 1.362 -4.223 -2.861
H -0.033 -3.345 -2.261
C 5.012 -0.622 3.559
C 4.407 0.112 2.335
C 4.602 1.617 2.246
O 3.845 -0.477 1.420
H 6.034 -0.260 3.677
H 5.019 -1.708 3.471
H 4.388 -0.365 4.415
H 3.992 2.054 1.456
H 5.626 1.843 1.950
H 4.224 2.062 3.167
C -2.648 2.645 3.034
C -3.163 4.056 3.157
C -2.861 4.831 4.380
O -3.987 4.494 2.378
H -2.720 2.366 1.983
H -3.179 1.944 3.679
H -1.600 2.635 3.335
H -2.776 5.853 4.011
H -1.969 4.515 4.922
H -3.692 4.817 5.085
C -0.451 1.215 -4.086
C -1.274 1.850 -5.229
C -0.705 2.078 -6.581
O -2.455 2.165 -5.042
H -1.122 1.032 -3.246
H 0.311 1.884 -3.686
H -0.075 0.256 -4.442
H -0.409 3.111 -6.764
H -1.393 1.795 -7.377
H 0.251 1.588 -6.767
*
```

Properties
**SMILES**: CC(C)=O.CC(C)=O.CC(C)=O.CC(C)=O.CC(C)=O.CC(C)=O.CC(C)=O.CC(C)=O.CC(C)=O.CC(C)=O.CC(C)=O.CC(C)=O
**Energy above the lowest of the compared OMol25 structures with the same formula, charge and spin**: 33.9 kcal/mol
**E**: -2317.7043 hartree